Entry 1:
DFT (the ωB97M-V functional and the def2-TZVPD basis) results for 4 unconnected molecules or ions with the total composition C23H52N5O7P.

Properties
- Kohn-Sham gap (Ha) = 0.309
- LUMO level (eV) = -0.309
- total energy (eV) = -55761.60098

The geometry in ORCA input format:
```
! RIJCOSX wB97M-V def2-TZVPD def2/J DEFGRID3
* xyz 0 1
C -2.05023 -3.92909 -4.95450
C -3.07989 -4.64622 -3.94105
O -4.44132 -4.15628 -4.00642
C -4.61164 -2.90200 -3.30589
C -4.44967 -2.98658 -1.70499
C -3.86817 -1.59313 -1.07568
C -3.56857 -1.79268 0.51624
C -2.77034 -0.51766 1.13590
C -1.24653 -0.47075 0.54819
C -0.42570 -1.82516 0.91043
N -0.01097 -2.74048 1.59664
C -0.40869 0.79118 1.15257
C 1.17431 0.44460 1.13145
N 2.28342 -0.03826 1.20097
P -0.70627 2.42034 0.23695
O 0.68087 3.12059 0.12857
O -1.74335 3.49557 1.10317
O -1.32498 2.24066 -1.34788
H -0.98482 -4.21690 -4.58753
H -2.17133 -2.78889 -4.92215
H -2.15293 -4.31745 -6.03250
H -3.11983 -5.76344 -4.25890
H -2.60475 -4.62569 -2.89860
H -3.96836 -2.03888 -3.74925
H -5.70922 -2.57339 -3.50179
H -5.51405 -3.08647 -1.25253
H -3.85392 -3.88581 -1.32323
H -4.65823 -0.76621 -1.18894
H -2.90606 -1.30401 -1.63333
H -4.56198 -1.99601 1.07854
H -2.96212 -2.77176 0.59812
H -2.65709 -0.59658 2.28897
H -3.28306 0.48478 0.92209
H -1.27832 -0.38468 -0.60761
H -0.72498 0.95840 2.25708
H -1.26547 4.37168 1.03948
H -2.31014 2.16138 -1.22139
C 0.79124 -2.70910 -2.37623
O 1.50734 -2.57855 -3.59206
C 2.68962 -1.78505 -3.49644
C 3.92431 -2.54852 -2.97396
C 3.90438 -2.77512 -1.46459
N 4.08477 -3.84354 -3.64828
H 0.84676 -1.80386 -1.76361
H 1.15777 -3.57195 -1.81646
H -0.25807 -2.89764 -2.62038
H 2.90486 -1.45829 -4.51979
H 2.50137 -0.87529 -2.91389
H 4.80525 -1.93580 -3.19599
H 3.20641 -3.56017 -1.16643
H 4.89458 -3.08181 -1.11522
H 3.63559 -1.85743 -0.93368
H 4.19014 -3.67954 -4.64881
H 3.19152 -4.33378 -3.57901
C 7.62098 -0.46409 4.23120
O 6.60195 -0.19903 3.28205
C 6.59564 -1.08126 2.16105
C 5.86638 -2.41785 2.41091
C 6.68061 -3.40841 3.23855
N 4.56580 -2.21106 3.05959
H 8.54045 -0.82578 3.76146
H 7.26447 -1.18065 4.97436
H 7.84452 0.46855 4.75514
H 6.05530 -0.54652 1.37223
H 7.61389 -1.24061 1.78592
H 5.69124 -2.88215 1.43380
H 6.70997 -3.14639 4.29818
H 6.24182 -4.40806 3.17114
H 7.70918 -3.47300 2.87237
H 3.99127 -1.62185 2.45707
H 4.72704 -1.62701 3.88168
C -6.21041 7.22562 2.22478
O -5.49375 7.35953 1.00809
C -4.31672 8.15953 1.10128
C -3.07764 7.40349 1.62329
C -3.09425 7.17830 3.13257
N -2.91171 6.10833 0.94998
H -6.16139 8.13149 2.83596
H -5.83919 6.36562 2.78629
H -7.25721 7.03062 1.97964
H -4.10418 8.48598 0.07732
H -4.50938 9.06893 1.68253
H -2.20019 8.02039 1.39962
H -3.78779 6.38999 3.43229
H -2.10213 6.87713 3.48111
H -3.36694 8.09494 3.66251
H -2.80868 6.27247 -0.05117
H -3.80241 5.61352 1.02079
*
```


Entry 2:
DFT (the ωB97M-V functional and the def2-TZVPD basis) results for a molecular structure, C23H52O3P4SeYb.

Properties
- Kohn-Sham gap (spin up / spin down) (Ha) = 0.208 / 0.240
- LUMO level (spin up / spin down) (eV) = -9.278 / -9.318
- total energy (eV) = -164841.66425
- relative energy (zero: lowest compared OMol25 entry of this formula, charge and spin) (kJ/mol) = 40.8

The geometry in ORCA input format:
```
! RIJCOSX wB97M-V def2-TZVPD def2/J DEFGRID3
* xyz 3 2
Yb -1.35187 0.48466 -1.15932
P -1.24622 -3.43285 0.12476
P 2.20655 -0.87045 1.46571
P 2.07640 -1.73052 -1.60232
H -3.00218 2.84785 -5.14641
C -3.08567 1.78740 -5.42240
C -3.19726 0.76981 -4.56396
H -3.32680 0.91027 -3.49083
C -2.53928 -2.33440 0.67496
C -0.44701 -4.23305 1.52463
C -1.99809 -4.76175 -0.85156
C 3.58343 0.35293 1.56641
C 1.60151 -0.60667 3.17343
C 3.15156 -2.40555 1.76597
C 1.48225 -1.61840 -3.31755
C 2.23700 -3.57841 -1.44799
C 3.84898 -1.32069 -1.85236
H -3.18549 1.58606 -6.50099
H -3.31913 -0.23715 -4.99760
H -2.74165 -1.43054 0.07435
H -2.36304 -2.02222 1.71615
H -3.43385 -2.98635 0.64272
H -0.21147 -3.50568 2.30934
H 0.47582 -4.71364 1.20129
H -1.16201 -4.98471 1.88756
H -2.92885 -4.41960 -1.34203
H -2.23412 -5.62959 -0.20083
H -1.28669 -5.08353 -1.63292
H 4.17758 0.12315 2.46247
H 3.14516 1.35652 1.65895
H 4.20800 0.31548 0.66563
H 2.44827 -0.49647 3.87284
H 0.98124 -1.46472 3.46634
H 0.98109 0.29990 3.17240
H 3.74293 -2.24339 2.67423
H 3.81081 -2.63249 0.92385
H 2.44616 -3.22928 1.92141
H 2.21422 -2.16072 -3.92988
H 1.42286 -0.57567 -3.65282
H 0.49074 -2.08230 -3.41781
H 2.83173 -3.90698 -2.31667
H 1.24718 -4.06192 -1.48230
H 2.75318 -3.86598 -0.51922
H 4.21894 -1.92284 -2.69518
H 4.44316 -1.54348 -0.95703
H 3.96655 -0.25748 -2.09742
C 1.40569 1.77400 -2.69279
C 0.16174 1.75366 -3.33557
C -0.00745 2.33288 -4.59712
C 1.04214 2.99819 -5.22485
C 2.27532 3.07544 -4.57380
C 2.46360 2.48543 -3.30116
Se 1.62741 0.77892 -0.99865
H -0.14113 -2.82545 -0.54127
H -0.74007 1.22449 -2.95153
H -1.02028 2.19102 -4.97971
H 0.88588 3.45484 -6.20096
H 3.11697 3.59047 -5.03937
H 3.40435 2.52997 -2.75304
C -0.90052 0.15753 5.33495
C -1.97258 0.03949 4.30669
O -1.31958 0.40510 3.04431
P -2.29806 1.14372 1.90474
O -2.52415 2.55031 2.61255
C -1.64577 3.25359 3.53808
C -2.45542 3.69636 4.71749
O -1.08870 1.66671 0.68920
C -0.82303 3.06184 0.29903
C -2.04102 3.63066 -0.36500
H -0.01726 -0.40089 5.07964
H -1.22825 -0.16845 6.30820
H -0.54041 1.16557 5.45281
H -2.39072 -0.96522 4.21596
H -2.83173 0.69592 4.51767
H -1.21342 4.10524 3.01440
H -0.80921 2.62463 3.89233
H -2.84368 2.85432 5.29696
H -1.80333 4.30630 5.34125
H -3.31385 4.29395 4.37215
H -0.52573 3.57416 1.21515
H 0.05947 3.06622 -0.36111
H -2.87733 3.66627 0.33589
H -1.81677 4.64978 -0.67999
H -2.38577 3.07852 -1.24154
*
```


Entry 3:
DFT (the ωB97M-V functional and the def2-TZVPD basis) results for a molecular structure, C23H53BeN11O2.

Properties
- Kohn-Sham gap (Ha) = 0.343
- LUMO level (eV) = -4.456
- total energy (eV) = -45589.79622
- relative energy (zero: lowest compared OMol25 entry of this formula, charge and spin) (kJ/mol) = 13.0

The geometry in ORCA input format:
```
! RIJCOSX wB97M-V def2-TZVPD def2/J DEFGRID3
* xyz 2 1
Be -0.96873 -0.45618 0.08644
C -6.02322 0.12854 1.19916
N -4.68122 0.58582 0.85857
C -4.52932 2.03356 0.78368
C -3.61885 -0.26588 0.82778
N -2.64212 -0.19048 -0.05167
C -2.74063 0.67008 -1.24133
C -1.63945 1.71592 -1.10298
N -0.36197 1.03770 -0.74320
C 0.27759 0.45162 -1.95195
C 0.89550 -0.85866 -1.51665
N -0.21128 -1.63615 -0.94223
C -0.25768 -2.92933 -1.20768
N 0.86524 -3.63899 -1.48222
C 2.10917 -3.42187 -0.76243
C 0.90257 -4.69157 -2.48982
N -1.44247 -3.59615 -1.20719
C -2.63528 -3.03543 -1.83191
C -1.53101 -5.00928 -0.86392
C 0.50033 2.05565 -0.09915
C 1.95089 1.71323 0.13506
N 2.12664 0.86368 1.31064
C 3.28833 0.51956 1.73049
N 3.33383 0.15438 3.10806
C 3.22485 1.29548 4.02086
C 4.32022 -0.83401 3.54314
N 4.46371 0.47218 1.03865
C 5.75277 0.82757 1.62361
C 4.52083 0.22262 -0.39061
N -3.61242 -1.25549 1.75900
C -4.13406 -1.02758 3.09938
C -2.95012 -2.52839 1.56690
H -6.73075 0.60721 0.52164
H -6.30752 0.39120 2.22021
H -6.10123 -0.94737 1.06607
H -5.09627 2.48314 1.60057
H -4.91191 2.44497 -0.15267
H -3.48824 2.30763 0.91637
H -3.71022 1.14337 -1.37034
H -2.56800 0.05643 -2.13124
H -1.89028 2.37897 -0.27970
H -1.52313 2.31454 -2.01108
H 1.00838 1.12585 -2.40239
H -0.49264 0.25292 -2.69727
H 1.64456 -0.65694 -0.74357
H 1.37670 -1.36556 -2.35384
H 1.95344 -2.70653 0.04109
H 2.90006 -3.05908 -1.42291
H 2.43848 -4.36868 -0.32935
H -0.03528 -4.73065 -3.03491
H 1.10540 -5.66866 -2.04715
H 1.69676 -4.46854 -3.20437
H -2.62459 -1.95575 -1.76336
H -3.52138 -3.41071 -1.32058
H -2.69630 -3.33420 -2.88204
H -0.64893 -5.31664 -0.30862
H -1.64151 -5.64966 -1.74135
H -2.40638 -5.15494 -0.22935
H 0.03508 2.34273 0.84085
H 0.49651 2.93320 -0.75600
H 2.41577 2.68660 0.34022
H 2.42802 1.36996 -0.78637
H 2.40131 1.93078 3.70300
H 4.14340 1.89212 4.05090
H 3.03165 0.93139 5.03034
H 4.65325 -1.43014 2.69625
H 3.86099 -1.50463 4.27211
H 5.19102 -0.38108 4.02414
H 5.63360 1.26229 2.60972
H 6.23250 1.57597 0.99099
H 6.41417 -0.03849 1.68943
H 3.67241 -0.38488 -0.70503
H 5.42952 -0.34292 -0.59951
H 4.55207 1.14314 -0.97930
H -4.28013 0.03456 3.27245
H -3.40268 -1.39326 3.82419
H -5.07124 -1.55785 3.27797
H -2.47835 -2.56765 0.59216
H -3.67534 -3.34119 1.65781
H -2.17692 -2.68013 2.32509
N 1.07576 -0.80968 3.61305
C -0.01543 0.19167 3.79001
C -0.70826 0.38769 2.44831
O -1.40994 1.35652 2.27599
O -0.44220 -0.56307 1.60437
H 1.93305 -0.36163 3.27453
H 0.75614 -1.39665 2.82440
H 1.26521 -1.36160 4.44724
H 0.37647 1.13647 4.15318
H -0.75092 -0.17290 4.50618
*
```


Entry 4:
DFT (the ωB97M-V functional and the def2-TZVPD basis) results for 6 unconnected molecules or ions with the total composition C23H53F7O5SSi.

Properties
- Kohn-Sham gap (Ha) = 0.341
- LUMO level (eV) = -0.325
- total energy (eV) = -72677.83456

The geometry in ORCA input format:
```
! RIJCOSX wB97M-V def2-TZVPD def2/J DEFGRID3
* xyz 0 1
F -2.49932 -1.68659 -5.72351
C -1.64708 -0.71210 -6.44153
F -0.89448 -1.44362 -7.51228
F -0.61747 -0.24718 -5.44201
C -2.42107 0.63207 -6.97564
F -2.54231 1.61118 -5.83489
F -1.53546 1.21377 -8.05263
C -3.87174 0.35955 -7.69286
F -3.77899 -0.92176 -8.46945
F -4.06842 1.46970 -8.69558
Si -5.36894 0.30791 -6.43923
S -5.98417 -1.80720 -6.39881
H -6.49429 1.14105 -6.83999
H -4.91685 0.71574 -5.08575
H -4.78771 -2.56084 -6.59916
C 1.33630 -2.17826 -3.76124
C 1.69900 -2.75126 -2.40056
O 3.06938 -2.56649 -2.05370
C 3.52750 -1.21852 -1.97473
C 2.78388 -0.38677 -0.94362
H 1.96086 -2.62557 -4.54405
H 0.28467 -2.37859 -3.99168
H 1.48619 -1.09778 -3.80191
H 1.52261 -3.83127 -2.41676
H 1.05275 -2.34567 -1.61681
H 3.48980 -0.74915 -2.96337
H 4.58627 -1.26336 -1.69483
H 1.71990 -0.30169 -1.17608
H 3.20019 0.62439 -0.89831
H 2.86635 -0.84435 0.04832
C -0.06212 2.03567 2.08700
C -1.08621 1.16198 2.79357
O -1.62261 0.13302 1.96536
C -0.69055 -0.81114 1.44290
C 0.06243 -1.57577 2.51823
H -0.50235 2.49617 1.19420
H 0.28954 2.82834 2.75571
H 0.80862 1.46266 1.76292
H -1.92931 1.78866 3.10061
H -0.67248 0.73208 3.71031
H 0.00023 -0.31617 0.75228
H -1.26886 -1.52323 0.84306
H 0.66440 -0.91445 3.14563
H 0.73368 -2.31076 2.06324
H -0.63874 -2.10142 3.17563
C 1.31362 -3.46993 6.92113
C 2.11413 -2.75189 5.84645
O 1.85072 -1.35229 5.78221
C 2.13274 -0.59910 6.95963
C 3.58893 -0.66818 7.38708
H 0.23872 -3.32107 6.76178
H 1.52748 -4.54375 6.90284
H 1.54953 -3.10033 7.92078
H 1.84250 -3.16708 4.87092
H 3.18649 -2.92944 5.96862
H 1.46681 -0.90709 7.77254
H 1.88072 0.44316 6.73266
H 3.89561 -1.68730 7.63337
H 3.75636 -0.04380 8.27021
H 4.24131 -0.31625 6.58044
C -2.56821 -0.18066 6.06786
C -1.93800 -1.28312 6.90377
O -1.61593 -0.87536 8.23132
C -2.70325 -0.43144 9.03990
C -3.77663 -1.48733 9.24218
H -1.90252 0.68953 6.01701
H -2.76186 -0.53648 5.05049
H -3.51680 0.15835 6.48835
H -0.99807 -1.58658 6.43232
H -2.57288 -2.17355 6.92541
H -3.12759 0.49014 8.62787
H -2.28031 -0.16680 10.01582
H -4.24015 -1.78611 8.29920
H -4.56523 -1.10739 9.89911
H -3.34691 -2.38754 9.69504
C 1.72135 2.48618 -7.22963
C 1.46673 3.85430 -6.61746
O 2.57424 4.74417 -6.73560
C 3.00200 5.05205 -8.06051
C 1.92479 5.70991 -8.90599
H 2.59973 2.01793 -6.76906
H 0.85468 1.83379 -7.07986
H 1.90990 2.54833 -8.30301
H 1.27775 3.72947 -5.54671
H 0.56687 4.31299 -7.03730
H 3.39399 4.15345 -8.54834
H 3.84656 5.74398 -7.96420
H 1.05709 5.06033 -9.04188
H 2.31750 5.95831 -9.89688
H 1.57249 6.63047 -8.42790
*
```


Question: Which formula does entry 2 have?
Answer: C23H52O3P4SeYb


Question: Among the records above, which one has the lowest total energy?
Answer: C23H52O3P4SeYb